6
Properties=species:S:1:pos:R:3:lowdin_charge:R:1 method="wB97M-V/def2-TZVPD" fmax_ev_per_a=5.15 de_lowest_kcal_mol=30.8 smiles="OC(O)=S" gap_ev=8.69
S -1.34633 -0.06960 0.00903 0.73
O 1.15147 -0.99982 0.00903 0.05
O 0.84925 1.13861 -0.04582 -0.01
C 0.27236 -0.02190 -0.01969 -1.08
H 2.08441 -0.87340 -0.12058 0.11
H 1.81688 1.00803 0.38862 0.20